(1)
The following is a DFT calculation (ωB97M-V/def2-TZVPD) of an isolated molecule of C19H13BClF3N2O4.

Output
ΔE to the lowest compared entry with this formula, charge and spin ... 157.17 kJ/mol
HOMO-LUMO gap ... 8.1 eV
LUMO level ... -0.23 eV
HOMO energy ... -8.35 eV
Maximum force ... 3.62 eV/A
SMILES string ... O=C(Nc1ccc(Cl)cc1B(O)O)c1ccc(Oc2ccc(C(F)(F)F)cc2)nc1
Molecular weight ... 436.58 g mol⁻¹

Positions of all 43 atoms, in Å:
1 O 3.95 0.37 1.14
2 C 2.93 0.03 0.52
3 N 2.85 0.05 -0.89
4 C 3.77 0.53 -1.84
5 C 4.96 1.07 -1.35
6 C 5.97 1.54 -2.12
7 C 5.59 1.84 -3.46
8 Cl 6.70 2.71 -4.52
9 C 4.42 1.36 -3.97
10 C 3.55 0.59 -3.20
11 B 2.23 -0.09 -3.83
12 O 2.34 -0.29 -5.22
13 O 1.21 -0.41 -3.01
14 C 1.76 -0.35 1.26
15 C 1.76 -0.36 2.67
16 C 0.54 -0.55 3.26
17 C -0.64 -0.41 2.49
18 O -1.83 -0.32 3.23
19 C -3.15 -0.45 2.71
20 C -3.50 -0.75 1.36
21 C -4.75 -1.01 0.93
22 C -5.81 -0.86 1.77
23 C -7.30 -0.77 1.33
24 F -7.61 -1.91 0.69
25 F -8.10 -0.69 2.43
26 F -7.47 0.40 0.53
27 C -5.51 -0.52 3.08
28 C -4.22 -0.21 3.55
29 N -0.72 -0.24 1.19
30 C 0.49 -0.37 0.67
31 H 2.11 -0.42 -1.32
32 H 5.09 1.05 -0.30
33 H 6.79 2.07 -1.76
34 H 4.04 1.80 -4.91
35 H 1.63 -0.70 -5.76
36 H 0.31 -0.56 -3.37
37 H 2.74 -0.23 3.11
38 H 0.51 -0.34 4.33
39 H -2.65 -0.80 0.70
40 H -5.08 -1.37 -0.04
41 H -6.32 -0.43 3.80
42 H -4.08 0.23 4.52
43 H 0.51 -0.22 -0.37

In the natural (NBO) picture, each atom carries the following charge in e:
1. O -0.61
2. C 0.67
3. N -0.61
4. C 0.19
5. C -0.23
6. C -0.20
7. C -0.02
8. Cl -0.02
9. C -0.20
10. C -0.40
11. B 1.12
12. O -0.90
13. O -0.92
14. C -0.23
15. C -0.07
16. C -0.32
17. C 0.53
18. O -0.51
19. C 0.40
20. C -0.29
21. C -0.18
22. C -0.15
23. C 0.99
24. F -0.32
25. F -0.32
26. F -0.34
27. C -0.17
28. C -0.28
29. N -0.47
30. C 0.10
31. H 0.42
32. H 0.26
33. H 0.22
34. H 0.24
35. H 0.50
36. H 0.52
37. H 0.26
38. H 0.24
39. H 0.25
40. H 0.23
41. H 0.23
42. H 0.23
43. H 0.18

***

(2)
The following is a DFT calculation (ωB97M-V/def2-TZVPD) of a structure of composition C19H13Cl5EuI2N2O8P2.

Output
ΔE to the lowest compared entry with this formula, charge and spin ... 96.77 kJ/mol
HOMO-LUMO gap (spin up / spin down) ... 3.0 / 6.1 eV
LUMO level (spin up / spin down) ... 3.48 / 3.48 eV
<S²> ... 15.760
HOMO energy (spin up / spin down) ... 0.48 / -2.63 eV
Maximum force ... 4.35 eV/A
Spin multiplicity ... 8
Molecular weight ... 1042.30 g mol⁻¹
Total charge ... -2

Positions of all 52 atoms, in Å:
1 Eu 0.19 -1.02 -0.05
2 I 4.54 5.64 -1.45
3 C 3.74 3.76 -0.87
4 C 3.99 3.25 0.39
5 C 3.39 2.06 0.75
6 I 3.69 1.16 2.62
7 C 2.53 1.33 -0.09
8 O 1.97 0.25 0.33
9 C 2.34 1.88 -1.39
10 C 1.48 1.11 -2.36
11 N 0.14 0.88 -1.78
12 C -0.60 2.12 -1.57
13 C -1.74 1.89 -0.62
14 C -2.98 2.50 -0.80
15 C -4.00 2.24 0.09
16 C -3.75 1.38 1.14
17 C -2.49 0.83 1.26
18 N -1.50 1.07 0.41
19 C 2.93 3.07 -1.76
20 H 4.65 3.76 1.08
21 H 1.40 1.65 -3.31
22 H 1.94 0.12 -2.53
23 H -0.39 0.27 -2.41
24 H 0.09 2.85 -1.12
25 H -0.98 2.54 -2.51
26 H -3.13 3.17 -1.63
27 H -4.98 2.69 -0.04
28 H -4.52 1.12 1.85
29 H -2.26 0.16 2.09
30 H 2.76 3.46 -2.76
31 O 0.93 -3.10 -3.64
32 P 0.95 -3.37 -2.06
33 O 1.56 -4.65 -1.71
34 O 1.39 -2.09 -1.39
35 O -0.71 -3.47 -1.77
36 P -1.61 -2.16 -1.96
37 O -3.02 -2.79 -2.40
38 O -1.06 -1.30 -3.06
39 O -1.80 -1.50 -0.62
40 H 0.36 -2.33 -3.77
41 H -2.96 -3.10 -3.30
42 Cl 0.05 -3.96 0.99
43 C -0.14 -3.09 2.49
44 C -0.02 -1.70 2.36
45 C -0.06 -1.01 3.58
46 Cl 0.12 0.70 3.47
47 C -0.23 -1.62 4.82
48 Cl -0.22 -0.70 6.27
49 C -0.41 -2.99 4.87
50 Cl -0.68 -3.77 6.38
51 C -0.36 -3.75 3.70
52 Cl -0.56 -5.45 3.77

In the Löwdin picture, each atom carries the following charge in e:
1. Eu 1.36
2. I 0.70
3. C -0.74
4. C -0.25
5. C -0.62
6. I 0.86
7. C -0.46
8. O -0.30
9. C -0.17
10. C -0.16
11. N -0.13
12. C -0.14
13. C -0.25
14. C -0.04
15. C -0.09
16. C -0.07
17. C -0.15
18. N 0.07
19. C -0.15
20. H 0.07
21. H 0.11
22. H 0.12
23. H 0.06
24. H 0.13
25. H 0.12
26. H 0.10
27. H 0.09
28. H 0.09
29. H 0.08
30. H 0.09
31. O -0.15
32. P 0.17
33. O -0.30
34. O -0.45
35. O -0.34
36. P 0.15
37. O -0.11
38. O -0.33
39. O -0.41
40. H 0.02
41. H 0.06
42. Cl 0.74
43. C -0.69
44. C -0.26
45. C -0.74
46. Cl 0.62
47. C -0.73
48. Cl 0.62
49. C -0.74
50. Cl 0.62
51. C -0.73
52. Cl 0.64

***

(3)
The following is a DFT calculation (ωB97M-V/def2-TZVPD) of a structure of composition C19H13ClN5O8ReS.

Output
ΔE to the lowest compared entry with this formula, charge and spin ... 52.75 kJ/mol
HOMO-LUMO gap (spin up / spin down) ... 6.7 / 6.6 eV
LUMO level (spin up / spin down) ... -4.52 / -4.77 eV
<S²> ... 0.759
HOMO energy (spin up / spin down) ... -11.26 / -11.36 eV
Maximum force ... 0.48 eV/A
Spin multiplicity ... 2
Molecular weight ... 693.07 g mol⁻¹
Total charge ... +1

Positions of all 48 atoms, in Å:
1 Re -0.34 0.94 -0.15
2 O -0.89 1.12 1.89
3 C -0.31 2.25 2.60
4 C 0.11 3.29 1.60
5 C 0.44 4.57 2.00
6 C 0.89 5.48 1.05
7 C 1.00 5.08 -0.27
8 C 0.64 3.79 -0.61
9 N 0.20 2.92 0.31
10 H -0.62 0.28 2.30
11 H 0.55 1.92 3.17
12 H -1.07 2.65 3.27
13 H 0.34 4.85 3.04
14 H 1.15 6.48 1.35
15 H 1.35 5.75 -1.04
16 H 0.70 3.42 -1.62
17 O 3.45 0.66 -1.50
18 C 2.40 0.20 -1.18
19 O 1.30 1.00 -1.16
20 C 2.23 -1.22 -0.76
21 C 3.15 -2.15 -1.23
22 C 3.03 -3.46 -0.85
23 C 2.03 -3.89 0.01
24 C 1.12 -2.96 0.48
25 C 1.21 -1.60 0.13
26 O 0.40 -0.70 0.66
27 N 0.05 -3.46 1.35
28 O 0.26 -4.50 1.94
29 O -0.99 -2.83 1.40
30 N 3.99 -4.46 -1.36
31 O 3.87 -5.60 -0.97
32 O 4.86 -4.05 -2.10
33 H 3.94 -1.83 -1.90
34 H 1.96 -4.93 0.30
35 Cl -3.21 -2.92 -2.93
36 C -3.18 -2.00 -1.48
37 C -4.08 -2.24 -0.46
38 C -4.00 -1.46 0.68
39 C -3.02 -0.49 0.77
40 N -2.14 -0.27 -0.22
41 C -2.23 -1.00 -1.34
42 H -4.83 -3.01 -0.56
43 H -4.69 -1.60 1.50
44 H -2.93 0.13 1.65
45 H -1.54 -0.78 -2.14
46 S -3.05 2.57 -3.62
47 C -2.10 2.17 -2.44
48 N -1.37 1.87 -1.54

In the natural (NBO) picture, each atom carries the following charge in e:
1. Re 1.64
2. O -0.67
3. C -0.10
4. C 0.20
5. C -0.23
6. C -0.10
7. C -0.23
8. C 0.11
9. N -0.43
10. H 0.54
11. H 0.23
12. H 0.23
13. H 0.24
14. H 0.25
15. H 0.26
16. H 0.25
17. O -0.51
18. C 0.79
19. O -0.68
20. C -0.27
21. C -0.08
22. C -0.01
23. C -0.12
24. C -0.06
25. C 0.45
26. O -0.74
27. N 0.54
28. O -0.33
29. O -0.41
30. N 0.53
31. O -0.35
32. O -0.35
33. H 0.28
34. H 0.29
35. Cl 0.08
36. C -0.06
37. C -0.13
38. C -0.21
39. C 0.06
40. N -0.45
41. C 0.04
42. H 0.26
43. H 0.25
44. H 0.22
45. H 0.24
46. S 0.05
47. C 0.19
48. N -0.69

***

(4)
The following is a DFT calculation (ωB97M-V/def2-TZVPD) of a structure of composition C19H13N2ReS3Te.

Output
ΔE to the lowest compared entry with this formula, charge and spin ... 124.51 kJ/mol
HOMO-LUMO gap (spin up / spin down) ... 5.4 / 6.2 eV
LUMO level (spin up / spin down) ... -5.79 / -5.02 eV
<S²> ... 0.882
HOMO energy (spin up / spin down) ... -11.21 / -11.27 eV
Maximum force ... 2.79 eV/A
Spin multiplicity ... 2
Molecular weight ... 679.34 g mol⁻¹
Total charge ... +1

Positions of all 39 atoms, in Å:
1 Re 0.69 -0.11 -0.34
2 S 2.66 -1.61 -0.05
3 C 1.93 -1.57 1.50
4 N 0.77 -0.90 1.50
5 C 0.21 -0.84 2.75
6 C -1.01 -0.25 3.08
7 C -1.41 -0.28 4.40
8 C -0.61 -0.87 5.38
9 C 0.61 -1.45 5.06
10 C 1.00 -1.46 3.73
11 S 2.44 -2.17 3.03
12 H -1.60 0.22 2.31
13 H -2.36 0.15 4.68
14 H -0.94 -0.88 6.40
15 H 1.24 -1.88 5.82
16 C -0.04 1.63 -1.30
17 C 1.17 1.40 -2.11
18 C 2.46 1.57 -1.53
19 C 3.60 1.29 -2.26
20 C 3.49 0.93 -3.60
21 C 2.24 0.80 -4.21
22 C 1.09 1.01 -3.47
23 C 4.67 0.72 -4.36
24 N 5.63 0.55 -4.97
25 H -0.96 1.65 -1.88
26 H 0.04 2.50 -0.63
27 H 2.55 1.98 -0.53
28 H 4.58 1.37 -1.81
29 H 2.17 0.53 -5.25
30 H 0.12 0.90 -3.92
31 Te -1.01 -1.73 -1.55
32 C -2.90 -1.01 -0.97
33 C -3.70 -0.06 -1.56
34 C -4.95 0.07 -0.92
35 C -5.10 -0.79 0.12
36 S -3.72 -1.78 0.36
37 H -3.41 0.53 -2.41
38 H -5.70 0.77 -1.23
39 H -5.95 -0.91 0.76

In the natural (NBO) picture, each atom carries the following charge in e:
1. Re 0.76
2. S -0.02
3. C -0.09
4. N -0.58
5. C 0.17
6. C -0.23
7. C -0.17
8. C -0.19
9. C -0.20
10. C -0.23
11. S 0.53
12. H 0.23
13. H 0.23
14. H 0.24
15. H 0.24
16. C -0.68
17. C -0.12
18. C -0.25
19. C -0.09
20. C -0.14
21. C -0.13
22. C -0.16
23. C 0.24
24. N -0.22
25. H 0.24
26. H 0.24
27. H 0.24
28. H 0.24
29. H 0.25
30. H 0.24
31. Te 0.65
32. C -0.56
33. C -0.26
34. C -0.25
35. C -0.39
36. S 0.48
37. H 0.23
38. H 0.24
39. H 0.25

***

Question: Number 3 is which compound?
Answer: C19H13ClN5O8ReS

***

Copy entry 2 word for word.
The following is a DFT calculation (ωB97M-V/def2-TZVPD) of a structure of composition C19H13Cl5EuI2N2O8P2.

Output
ΔE to the lowest compared entry with this formula, charge and spin ... 96.77 kJ/mol
HOMO-LUMO gap (spin up / spin down) ... 3.0 / 6.1 eV
LUMO level (spin up / spin down) ... 3.48 / 3.48 eV
<S²> ... 15.760
HOMO energy (spin up / spin down) ... 0.48 / -2.63 eV
Maximum force ... 4.35 eV/A
Spin multiplicity ... 8
Molecular weight ... 1042.30 g mol⁻¹
Total charge ... -2

Positions of all 52 atoms, in Å:
1 Eu 0.19 -1.02 -0.05
2 I 4.54 5.64 -1.45
3 C 3.74 3.76 -0.87
4 C 3.99 3.25 0.39
5 C 3.39 2.06 0.75
6 I 3.69 1.16 2.62
7 C 2.53 1.33 -0.09
8 O 1.97 0.25 0.33
9 C 2.34 1.88 -1.39
10 C 1.48 1.11 -2.36
11 N 0.14 0.88 -1.78
12 C -0.60 2.12 -1.57
13 C -1.74 1.89 -0.62
14 C -2.98 2.50 -0.80
15 C -4.00 2.24 0.09
16 C -3.75 1.38 1.14
17 C -2.49 0.83 1.26
18 N -1.50 1.07 0.41
19 C 2.93 3.07 -1.76
20 H 4.65 3.76 1.08
21 H 1.40 1.65 -3.31
22 H 1.94 0.12 -2.53
23 H -0.39 0.27 -2.41
24 H 0.09 2.85 -1.12
25 H -0.98 2.54 -2.51
26 H -3.13 3.17 -1.63
27 H -4.98 2.69 -0.04
28 H -4.52 1.12 1.85
29 H -2.26 0.16 2.09
30 H 2.76 3.46 -2.76
31 O 0.93 -3.10 -3.64
32 P 0.95 -3.37 -2.06
33 O 1.56 -4.65 -1.71
34 O 1.39 -2.09 -1.39
35 O -0.71 -3.47 -1.77
36 P -1.61 -2.16 -1.96
37 O -3.02 -2.79 -2.40
38 O -1.06 -1.30 -3.06
39 O -1.80 -1.50 -0.62
40 H 0.36 -2.33 -3.77
41 H -2.96 -3.10 -3.30
42 Cl 0.05 -3.96 0.99
43 C -0.14 -3.09 2.49
44 C -0.02 -1.70 2.36
45 C -0.06 -1.01 3.58
46 Cl 0.12 0.70 3.47
47 C -0.23 -1.62 4.82
48 Cl -0.22 -0.70 6.27
49 C -0.41 -2.99 4.87
50 Cl -0.68 -3.77 6.38
51 C -0.36 -3.75 3.70
52 Cl -0.56 -5.45 3.77

In the Löwdin picture, each atom carries the following charge in e:
1. Eu 1.36
2. I 0.70
3. C -0.74
4. C -0.25
5. C -0.62
6. I 0.86
7. C -0.46
8. O -0.30
9. C -0.17
10. C -0.16
11. N -0.13
12. C -0.14
13. C -0.25
14. C -0.04
15. C -0.09
16. C -0.07
17. C -0.15
18. N 0.07
19. C -0.15
20. H 0.07
21. H 0.11
22. H 0.12
23. H 0.06
24. H 0.13
25. H 0.12
26. H 0.10
27. H 0.09
28. H 0.09
29. H 0.08
30. H 0.09
31. O -0.15
32. P 0.17
33. O -0.30
34. O -0.45
35. O -0.34
36. P 0.15
37. O -0.11
38. O -0.33
39. O -0.41
40. H 0.02
41. H 0.06
42. Cl 0.74
43. C -0.69
44. C -0.26
45. C -0.74
46. Cl 0.62
47. C -0.73
48. Cl 0.62
49. C -0.74
50. Cl 0.62
51. C -0.73
52. Cl 0.64